This record from the Open Molecules 2025 dataset describes a molecular structure, C28H25ClI2NO3PSn. The level of theory is the ωB97M-V functional and the def2-TZVPD basis.

Each line ends with the Löwdin charge.
Positions of all 62 atoms, in Å:
Sn (1.149, -0.840, -1.014)  1.0417
I (1.351, -2.151, -4.680)  0.6567
C (-0.791, -2.312, -4.665)  -1.1227
I (-1.778, -1.420, -2.965)  0.7666
H (-1.034, -3.369, -4.676)  -0.0429
H (-1.155, -1.827, -5.564)  -0.0447
C (0.035, -6.848, 1.677)  -0.0305
C (1.263, -6.034, 1.405)  -0.1927
C (2.378, -6.584, 0.794)  -0.0677
C (3.527, -5.829, 0.618)  -0.6784
Cl (4.909, -6.538, -0.151)  0.6512
C (3.585, -4.523, 1.059)  -0.0992
C (2.467, -3.952, 1.641)  -0.0044
C (1.299, -4.684, 1.796)  -0.2146
O (0.142, -4.184, 2.321)  -0.0256
C (0.084, -2.811, 2.631)  -0.0909
C (0.321, -1.925, 1.400)  -0.7479
O (-0.422, -2.058, 0.408)  -0.1586
O (1.279, -1.125, 1.418)  -0.1458
H (0.158, -7.869, 1.322)  0.0777
H (-0.835, -6.397, 1.201)  0.0861
H (-0.159, -6.864, 2.751)  0.0883
H (2.354, -7.611, 0.459)  0.1099
H (4.490, -3.948, 0.949)  0.1065
H (2.537, -2.935, 1.979)  0.1012
H (0.814, -2.545, 3.405)  0.1374
H (-0.932, -2.659, 3.009)  0.1345
N (0.621, 1.093, -1.121)  -0.4635
P (-0.195, 2.322, -0.590)  0.7564
C (-0.621, 2.241, 1.174)  -0.2795
C (-1.198, 1.046, 1.581)  -0.1057
C (-1.419, 0.800, 2.919)  -0.0681
C (-1.083, 1.763, 3.861)  -0.0733
C (-0.519, 2.963, 3.458)  -0.0763
C (-0.275, 3.200, 2.116)  -0.0640
C (0.674, 3.903, -0.791)  -0.3027
C (2.029, 3.964, -0.492)  -0.0821
C (2.698, 5.170, -0.600)  -0.0775
C (2.018, 6.304, -1.014)  -0.0835
C (0.666, 6.243, -1.309)  -0.0780
C (-0.011, 5.042, -1.191)  -0.0769
C (-1.754, 2.485, -1.519)  -0.3095
C (-1.631, 2.423, -2.904)  -0.1237
C (-2.761, 2.359, -3.696)  -0.1008
C (-4.015, 2.352, -3.106)  -0.0878
C (-4.140, 2.443, -1.730)  -0.0781
C (-3.009, 2.508, -0.930)  -0.0735
H (-1.437, 0.314, 0.820)  0.0973
H (-1.827, -0.148, 3.233)  0.1031
H (-1.259, 1.574, 4.910)  0.1034
H (-0.245, 3.706, 4.193)  0.1038
H (0.188, 4.124, 1.797)  0.1031
H (2.532, 3.061, -0.170)  0.1061
H (3.748, 5.231, -0.352)  0.1041
H (2.542, 7.245, -1.099)  0.1028
H (0.137, 7.130, -1.622)  0.1035
H (-1.071, 4.979, -1.401)  0.1044
H (-0.636, 2.413, -3.330)  0.1095
H (-2.668, 2.300, -4.771)  0.1053
H (-4.898, 2.263, -3.720)  0.1034
H (-5.119, 2.450, -1.275)  0.1035
H (-3.097, 2.573, 0.146)  0.1039

E = -80919.443 eV
HOMO energy = -0.297 Ha
Energy above the lowest of the compared OMol25 structures with the same formula, charge and spin = 7.2 kJ/mol
Molecular weight = 862.46 g/mol